DFT (wB97M-V/def2-TZVPD) results for C33H57N4OP2SSn as an isolated structure in a non-equilibrium geometry.

**Highest occupied orbital energy**: -8.4 eV
**Total charge**: +1
**Kohn-Sham gap**: 6.24 eV
**Largest force on an atom**: 5.15 eV/Å

Atoms and positions in Å:
C (2.37145, -1.24495, -1.46272)
C (1.73239, 0.80993, -2.34593)
C (3.30933, -1.37127, -2.48348)
C (2.33521, 0.50677, -3.57919)
C (3.26948, -0.51563, -3.60221)
H (3.92977, -2.28207, -2.42339)
H (2.31466, 1.29080, -4.35108)
H (3.98387, -0.69476, -4.40618)
N (1.62577, -0.13966, -1.32491)
P (0.51796, -2.59350, 0.23604)
P (0.34693, 2.63793, -0.68740)
C (2.19898, -2.40886, -0.47841)
H (2.42007, -3.33126, -1.03774)
H (2.96156, -2.31171, 0.31299)
C (-2.80353, -0.32361, 1.83104)
O (-3.76998, 0.07885, 2.28720)
C (1.14622, 2.08700, -2.19429)
H (0.88303, 2.60707, -3.13110)
C (-1.49818, 3.50874, -0.82998)
C (1.79302, 3.90104, -0.54753)
C (-0.39293, -3.66714, -1.08763)
C (0.86903, -3.56945, 1.82447)
C (-2.62759, 2.63142, -0.26395)
H (-2.56342, 2.49015, 0.81773)
H (-3.60030, 3.11501, -0.45781)
H (-2.65700, 1.64470, -0.72982)
C (-1.53606, 4.81932, -0.04306)
H (-1.32030, 4.65702, 1.01927)
H (-0.86262, 5.58639, -0.43132)
H (-2.54898, 5.24437, -0.09622)
C (-1.77256, 3.69395, -2.31786)
H (-2.71766, 4.23508, -2.49536)
H (-0.96966, 4.23478, -2.83056)
H (-1.88841, 2.70703, -2.77265)
C (1.67048, 4.56242, 0.82651)
H (1.58587, 3.80729, 1.63727)
H (2.59779, 5.13892, 0.97852)
H (0.83036, 5.27192, 0.88592)
C (3.11176, 3.08241, -0.61268)
H (3.06290, 2.19380, 0.04536)
H (3.33215, 2.76263, -1.64623)
H (3.94847, 3.71190, -0.26539)
C (1.68605, 4.85593, -1.74157)
H (1.85389, 4.29521, -2.65988)
H (0.72669, 5.37176, -1.79119)
H (2.48378, 5.59891, -1.64723)
C (-0.50460, -3.84324, 2.46123)
H (-0.35454, -4.28759, 3.45573)
H (-1.08262, -2.91438, 2.58856)
H (-1.10765, -4.54683, 1.86891)
C (1.72088, -2.67676, 2.74451)
H (2.75692, -2.59200, 2.38967)
H (1.32419, -1.65895, 2.84538)
H (1.75223, -3.13124, 3.74593)
C (1.66621, -4.86374, 1.60573)
H (2.57732, -4.69286, 1.01688)
H (1.97675, -5.23318, 2.59400)
H (1.08940, -5.66588, 1.13978)
C (-0.02786, -3.15605, -2.48711)
H (1.01826, -3.38132, -2.74419)
H (-0.65556, -3.66516, -3.23708)
H (-0.21452, -2.07789, -2.57219)
C (-1.88616, -3.47876, -0.82686)
H (-2.19484, -2.44451, -0.99938)
H (-2.45005, -4.13040, -1.50763)
H (-2.16093, -3.75913, 0.19654)
C (-0.03940, -5.15894, -1.02047)
H (1.04272, -5.33864, -1.12198)
H (-0.41951, -5.64242, -0.10831)
H (-0.53087, -5.65820, -1.87377)
Sn (0.18023, 0.18988, 0.47493)
N (-2.01735, -0.28230, -1.83831)
C (-2.45572, -0.42486, -2.92988)
C (-2.44717, 0.05220, -4.37680)
C (-1.49487, 1.23779, -4.79213)
C (-1.79650, -1.14950, -5.08255)
C (-3.91466, 0.46008, -4.67078)
H (-1.70869, 2.22844, -4.40639)
H (-0.43584, 1.04711, -4.62660)
H (-1.57245, 1.39050, -5.86949)
H (-2.11225, -2.10732, -4.64133)
H (-1.91832, -1.16326, -6.18152)
H (-0.72214, -1.08966, -4.85842)
H (-4.06263, 1.05428, -5.60740)
H (-4.54796, -0.43941, -4.69934)
H (-4.30372, 1.08701, -3.82609)
C (-0.40876, -0.01659, 4.34541)
N (0.25929, 1.27893, 4.31474)
C (0.04953, 2.27228, 5.26085)
C (0.86854, 3.28019, 4.99650)
N (1.58780, 2.92580, 3.88275)
C (1.27633, 1.66800, 3.47129)
S (2.13607, 0.80802, 2.26119)
H (-0.92496, -0.22636, 3.39969)
H (0.29444, -0.82218, 4.58750)
H (-1.16338, 0.03351, 5.14814)
H (-0.67710, 2.11256, 6.06171)
H (1.03857, 4.22799, 5.51735)
H (2.34840, 3.46528, 3.44031)

=====

DFT (wB97M-V/def2-TZVPD) results for C6H10O as an isolated structure.

**Highest occupied orbital energy**: -9.1 eV
**Total charge**: 0
**Kohn-Sham gap**: 9.92 eV
**Largest force on an atom**: 0.39 eV/Å
**Energy relative to the best compared isomer or geometry (same formula, charge and spin)**: 433.9 kJ/mol

Atoms and positions in Å:
C (-2.26590, -0.20431, 0.26447)
C (-0.92197, 0.09450, -0.37534)
C (0.08399, 0.96980, 0.41948)
C (1.17890, 0.01712, -0.04606)
C (2.40710, 0.35717, -0.79212)
O (2.27196, -0.25489, 0.85269)
C (0.14020, -1.03582, -0.41208)
H (-2.13329, -0.60977, 1.27500)
H (-2.87839, 0.70127, 0.34315)
H (-2.82837, -0.94072, -0.32078)
H (-1.06401, 0.50749, -1.38067)
H (0.18206, 2.02581, 0.15034)
H (-0.08160, 0.88383, 1.49948)
H (2.97279, -0.60598, 0.09618)
H (2.64540, 1.42056, -0.63640)
H (-0.00363, -1.74646, 0.41054)
H (0.29475, -1.57959, -1.34789)

=====

DFT (wB97M-V/def2-TZVPD) results for C32H29GaN8O7S2 as an isolated structure.

**Highest occupied orbital energy**: -13.1 eV
**Total charge**: +2
**Kohn-Sham gap**: 6.36 eV
**Largest force on an atom**: 0.77 eV/Å
**Energy relative to the best compared isomer or geometry (same formula, charge and spin)**: 31.4 kJ/mol

Atoms and positions in Å:
Ga (-0.61158, -0.04370, -0.27950)
C (-2.21129, 1.35411, -3.27859)
C (-1.51762, 2.17770, -2.20219)
N (-1.65555, 1.64359, -0.80217)
C (-3.05237, 1.40145, -0.35855)
C (-3.52130, -0.02204, -0.70306)
N (-2.39852, -1.00490, -0.74341)
C (-2.42916, -1.88703, -1.96041)
C (-2.59143, -1.12895, -3.27947)
N (-1.69571, 0.00242, -3.38644)
H (-3.29218, 1.34195, -3.11760)
H (-2.07056, 1.90782, -4.21067)
H (-0.44922, 2.23536, -2.41289)
H (-1.92818, 3.19034, -2.21091)
H (-1.27980, 2.37484, -0.20276)
H (-3.07808, 1.55953, 0.71793)
H (-3.72845, 2.12790, -0.81121)
H (-4.27862, -0.33883, 0.01424)
H (-4.00694, -0.02464, -1.67055)
H (-2.49509, -1.64358, 0.04115)
H (-1.49076, -2.44266, -1.95813)
H (-3.24365, -2.60664, -1.84964)
H (-2.38501, -1.85127, -4.07093)
H (-3.63333, -0.83344, -3.43502)
H (-1.06106, -0.09010, -4.16338)
S (-4.40931, -0.66192, 5.81141)
C (-5.69938, -1.76536, 5.68324)
C (-5.64323, -2.48832, 4.52945)
C (-4.52260, -2.14545, 3.73689)
C (-3.74749, -1.16871, 4.30786)
C (-2.51608, -0.58393, 3.78378)
C (-2.30944, -0.52318, 2.39570)
N (-1.22698, -0.02159, 1.82113)
C (-0.25915, 0.47947, 2.62441)
C (-0.36945, 0.49291, 4.01862)
C (0.69997, 1.05529, 4.79876)
C (1.79575, 1.57354, 4.20808)
C (1.92949, 1.57904, 2.77631)
C (3.04074, 2.10088, 2.10362)
C (3.10373, 2.08464, 0.71964)
C (2.01826, 1.50222, 0.03568)
N (0.96792, 0.98284, 0.65720)
C (0.90706, 1.02662, 2.00371)
C (4.24256, 2.62798, -0.01411)
C (5.24733, 3.41853, 0.48061)
C (6.20764, 3.76752, -0.49695)
C (5.91939, 3.23674, -1.71709)
S (4.48495, 2.31643, -1.69406)
C (-1.52127, -0.05939, 4.58942)
H (-6.43993, -1.82087, 6.46476)
H (-6.36562, -3.24552, 4.26552)
H (-4.28051, -2.64834, 2.81004)
H (-3.10154, -0.88348, 1.75299)
H (0.60468, 1.05415, 5.87664)
H (2.59433, 1.99521, 4.80424)
H (3.85833, 2.51026, 2.68259)
H (2.00534, 1.45923, -1.04765)
H (5.29700, 3.76031, 1.50441)
H (7.06950, 4.38815, -0.30548)
H (6.47531, 3.34219, -2.63480)
H (-1.61914, -0.08480, 5.66832)
O (4.86629, -4.68934, -2.35977)
N (4.60205, -3.80069, -3.13600)
O (5.18379, -3.54300, -4.16365)
C (3.53402, -2.86445, -2.73297)
C (3.21222, -1.80262, -3.57270)
C (2.23406, -0.93503, -3.17101)
C (1.48025, -1.08660, -1.98181)
O (0.55186, -0.23248, -1.72866)
C (1.84766, -2.20400, -1.19195)
C (2.87953, -3.07325, -1.55109)
N (1.16184, -2.50530, 0.03628)
O (0.06229, -1.92917, 0.30342)
O (1.63043, -3.28027, 0.80987)
N (1.89951, 0.20224, -4.04002)
O (1.75439, -0.03363, -5.21714)
O (1.89407, 1.30766, -3.53358)
H (3.72816, -1.66887, -4.51476)
H (3.14484, -3.91369, -0.92522)